Record 1
The following is a DFT calculation (ωB97M-V with the def2-TZVPD basis set) of a single C3H6N2S molecule in a non-equilibrium geometry.

The geometry in XYZ format:
```
12
Properties=species:S:1:pos:R:3:forces:R:3:lowdin_charge:R:1
S -0.156260 2.060108 -0.124183 -2.549 -2.054 -0.051 0.66
N 0.730990 -0.238841 -1.310558 -0.375 -0.426 -2.056 0.01
N -2.834949 -0.541300 0.166427 0.021 -0.288 -0.060 0.06
C 0.049860 0.104574 -0.172328 -2.461 1.624 0.274 -0.76
C -1.695527 -0.496366 0.001493 3.065 1.446 -0.269 -0.17
C 0.817088 -0.343938 1.062968 1.587 2.036 -2.929 -0.10
H 0.602524 0.333114 1.813736 -0.545 0.878 1.852 0.04
H 1.912108 -0.183765 0.791044 -1.280 -0.725 0.537 0.12
H 0.474519 -1.291916 1.216754 -0.082 -2.785 1.033 0.05
H 1.325244 -1.013837 -1.185937 0.789 -1.030 0.337 0.07
H -1.584301 1.924343 0.018932 2.097 0.549 -0.119 -0.10
H 0.358701 -0.312173 -2.278345 -0.267 0.774 1.451 0.13
```
Forces are in eV/Å.

Properties
E_HOMO: -0.352 Eh
net charge: 0
E_LUMO: 0.3 eV
energy relative to the best compared isomer or geometry (same formula, charge and spin): 256.22 kJ/mol
2S+1: 1
orbital gap: 9.8964 eV


Record 2
The following is a DFT calculation (ωB97M-V with the def2-TZVPD basis set) of a single C6H10O molecule.

The geometry in XYZ format:
```
17
Properties=species:S:1:pos:R:3:forces:R:3:lowdin_charge:R:1
O 1.807175 -1.298417 1.969710 0.212 0.152 -0.382 0.04
C 1.558868 -0.047302 -0.077539 -0.101 0.008 -0.067 -0.16
C 2.244396 -0.977428 0.890731 -0.111 -0.099 0.229 -0.26
C -1.433528 -0.553984 -0.864616 -0.155 -0.204 -0.061 -0.14
C -0.800734 0.753092 -0.494552 0.143 0.095 -0.079 -0.32
C 0.348681 0.701693 0.494971 -0.063 0.033 0.046 -0.17
C -2.214872 0.466005 -0.076444 -0.126 0.008 0.073 -0.12
H -0.686290 1.474221 -1.302357 0.002 -0.123 0.097 0.14
H 3.198392 -1.412111 0.521322 -0.071 0.038 0.076 0.12
H -1.718758 -0.740418 -1.896053 0.042 0.053 0.169 0.10
H -1.082460 -1.433137 -0.327566 -0.074 0.129 -0.085 0.11
H -2.412371 0.257328 0.971994 0.097 0.030 -0.162 0.10
H 1.235558 -0.699945 -0.908152 0.102 0.121 0.153 0.12
H 0.643760 1.714523 0.790671 -0.053 -0.120 -0.012 0.12
H -3.026108 0.978421 -0.588514 0.211 -0.037 0.108 0.10
H 0.029220 0.195874 1.414318 0.006 0.011 -0.193 0.11
H 2.309075 0.621584 -0.517931 -0.061 -0.096 0.091 0.12
```
Forces are in eV/Å.

Properties
E_HOMO: -0.360 Eh
net charge: 0
E_LUMO: 1.1 eV
energy relative to the best compared isomer or geometry (same formula, charge and spin): 75.33 kJ/mol
2S+1: 1
orbital gap: 10.8814 eV


Record 3
The following is a DFT calculation (ωB97M-V with the def2-TZVPD basis set) of 2 unconnected molecules or ions with the total composition C6H9N3O in a non-equilibrium geometry.

The geometry in XYZ format:
```
19
Properties=species:S:1:pos:R:3:forces:R:3:lowdin_charge:R:1
O 0.536862 -2.754013 -1.937997 -0.074 0.023 -0.327 0.03
N 1.313984 -0.186607 -0.974486 -2.856 -0.320 -2.243 -0.03
N 0.439754 0.374551 -0.111364 -1.718 0.035 -0.349 -0.08
N 2.588058 0.695561 0.588434 1.831 0.508 0.779 0.02
C -1.756731 -0.628060 -0.927997 -0.169 2.212 -0.662 -0.03
C -1.507324 1.197094 1.075220 1.352 -3.794 0.628 -0.03
C -0.884529 0.316139 -0.073792 -0.018 1.532 0.974 -0.22
C 1.283847 0.775643 1.072291 -0.534 -1.028 1.453 -0.18
C 1.016376 -2.417028 -0.971008 -0.030 -1.226 0.440 -0.04
C 2.521426 0.039728 -0.517387 1.005 1.370 0.283 -0.29
H 3.370349 -0.186066 -1.172362 -0.253 -0.112 0.542 0.13
H -0.966876 2.091934 1.352425 0.111 -0.091 -0.015 0.06
H -2.845336 -0.387830 -1.210425 1.733 0.523 0.874 0.11
H -2.495294 1.393705 0.857514 -2.090 0.826 -0.901 0.03
H -1.222207 -0.717821 -1.855717 0.168 -0.481 -0.540 0.05
H 1.030833 1.707368 1.681268 0.184 -1.422 -1.116 0.14
H 1.059900 -0.220236 1.597349 0.431 1.589 0.609 0.16
H -1.815911 -1.556888 -0.449088 0.137 -1.565 0.679 0.05
H -1.667173 0.462821 1.977116 0.791 1.422 -1.108 0.13
```
Forces are in eV/Å.

Properties
E_HOMO (spin up / spin down): -0.279 / -0.279 Eh
net charge: 0
E_LUMO (spin up / spin down): 0.5 / 0.5 eV
energy relative to the best compared isomer or geometry (same formula, charge and spin): 383.61 kJ/mol
2S+1: 1
orbital gap (spin up / spin down): 8.1471 / 8.1492 eV


Record 4
The following is a DFT calculation (ωB97M-V with the def2-TZVPD basis set) of a single C4H4N4S molecule in a non-equilibrium geometry.

The geometry in XYZ format:
```
13
Properties=species:S:1:pos:R:3:forces:R:3:lowdin_charge:R:1
S 0.567454 -1.556043 1.720666 0.112 0.984 -0.461 0.76
N -0.055605 0.493603 -0.114751 2.351 1.166 -0.615 -0.04
N -1.219827 -1.325774 -0.889424 -0.030 0.011 0.396 -0.06
N 1.875242 1.567660 -0.208229 1.753 0.217 0.194 0.04
N 2.016106 0.499555 0.666420 0.853 0.978 -0.195 0.03
C 0.893644 -0.093181 0.678519 -1.557 -2.473 1.901 -0.70
C -1.344878 0.006123 -0.469704 1.485 -1.380 0.077 -0.17
C -1.307705 -2.444589 -1.140245 -0.017 -1.854 -0.531 0.05
C 0.712187 1.514544 -0.689169 -2.088 -1.667 0.852 -0.16
H -1.890190 -0.004978 0.422801 -1.589 0.280 0.999 0.12
H 0.236079 2.058894 -1.415341 -0.522 1.741 -1.630 0.10
H -1.783153 0.404271 -1.337494 -0.571 1.974 -0.514 0.13
H 1.300647 -1.120084 2.775952 -0.181 0.023 -0.473 -0.12
```
Forces are in eV/Å.

Properties
E_HOMO: -0.356 Eh
net charge: 0
E_LUMO: 0.4 eV
energy relative to the best compared isomer or geometry (same formula, charge and spin): 75.49 kJ/mol
2S+1: 1
orbital gap: 10.0813 eV


Record 5
The following is a DFT calculation (ωB97M-V with the def2-TZVPD basis set) of a molecular structure, C39H94N2O9 in a non-equilibrium geometry.

The geometry in XYZ format:
```
144
Properties=species:S:1:pos:R:3:forces:R:3:lowdin_charge:R:1
O 3.240950 -12.219570 20.436780 1.494 -5.184 5.523 0.00
O -0.226800 -7.257060 19.385300 -2.058 0.063 0.060 0.00
O 1.912800 -10.407760 14.202400 -2.609 -1.299 -0.823 -0.01
O 2.985720 -7.163310 22.242290 -3.675 -0.402 2.748 -0.11
O 4.425860 -9.508030 19.469710 -13.649 -2.948 -5.374 -0.12
O 8.563270 -12.416860 17.701100 0.374 0.195 -0.914 -0.03
O 8.806620 -9.088870 14.434680 -0.784 0.671 -0.246 -0.02
O 2.457720 -13.409580 14.924470 -0.645 -0.059 -2.069 0.00
O 6.135650 -9.200670 20.024060 11.655 1.696 7.727 -0.11
N -0.024150 -8.566030 19.837090 -0.750 -1.033 0.110 -0.19
N 7.934450 -9.275240 15.553380 1.513 -1.028 0.030 -0.08
C 2.902840 -10.981060 18.722050 -0.114 1.674 -4.840 -0.13
C 1.109750 -9.138610 17.642840 -2.101 0.998 0.829 -0.01
C 1.745880 -12.686560 22.163460 -0.661 -0.437 0.225 -0.03
C 3.423720 -8.661500 14.249770 -3.672 0.321 0.054 -0.04
C 6.620790 -9.776870 15.160360 0.612 1.044 -1.949 -0.41
C 4.134280 -12.145650 22.558430 -0.493 -2.539 3.528 -0.10
C 2.902970 -11.804730 21.714380 -1.313 -3.177 3.283 -0.44
C 4.482400 -12.570970 15.903810 1.900 -5.681 -2.030 -0.17
C 9.658480 -8.342240 16.979930 1.180 1.043 -0.574 -0.04
C 4.291400 -10.467680 18.398090 -3.077 -2.301 1.038 -0.29
C 7.292290 -12.729860 19.614920 0.404 -1.397 0.814 -0.07
C 5.951030 -9.068390 17.590340 1.367 -1.715 -3.208 -0.13
C 6.628870 -11.099610 14.281830 -0.019 0.286 0.740 0.03
C 7.746400 -6.851350 16.358610 -0.288 1.819 -0.809 -0.04
C 2.438310 -6.786490 21.037080 -0.818 2.894 -1.808 -0.47
C 7.650130 -13.349830 18.232000 -0.757 0.895 1.624 -0.38
C -0.031000 -9.510530 18.719860 0.422 -0.036 -0.307 -0.41
C 0.327060 -10.907840 19.253230 -0.162 -0.065 0.239 -0.15
C 3.265860 -13.393370 16.049230 -1.652 -0.945 1.092 -0.44
C 6.477060 -13.586100 17.258960 3.205 -1.575 -0.043 -0.09
C -0.643530 -8.791490 21.121660 -0.815 -1.516 2.092 -0.45
C 2.581890 -9.613620 15.100400 2.581 1.629 -0.053 -0.41
C 5.468340 -11.502100 18.400620 -4.377 0.758 2.937 -0.09
C -0.385890 -10.284250 21.598530 0.597 -0.975 -1.605 -0.07
C 5.832570 -8.738230 14.314950 4.207 -1.527 0.905 -0.02
C 5.902000 -10.155850 16.394550 4.040 0.357 1.011 -0.15
C 5.583330 -9.026860 21.346750 -0.341 -0.140 -1.050 -0.27
C 3.445410 -10.501300 16.004000 -5.516 3.944 -0.987 -0.11
C 7.371740 -8.852000 17.880030 1.560 2.410 -2.133 -0.09
C 3.247830 -5.559350 20.485790 -0.344 0.129 -0.476 -0.01
C -2.177010 -8.561930 21.168260 -0.710 0.885 -0.400 -0.03
C 8.175080 -8.273200 16.607290 -0.639 -2.362 1.731 -0.45
C -0.497160 -11.315580 20.411660 -1.396 0.517 1.028 -0.16
C 2.293370 -7.925180 20.062450 1.024 0.204 -0.482 -0.02
C 3.387460 -14.856890 16.501450 0.793 0.718 -0.019 -0.01
C 4.532490 -10.136780 21.644110 0.656 4.100 -2.168 -0.10
C -1.404710 -9.504920 18.112400 -0.653 -0.334 -1.363 -0.02
C 4.997350 -7.613220 21.340740 1.618 -1.548 0.723 -0.04
C 0.077670 -7.944900 22.164560 -0.669 0.870 -0.035 -0.03
H 6.691760 -6.610230 16.225630 -0.384 -0.836 0.125 0.07
H 3.205580 -8.054330 19.479960 -2.048 1.885 0.451 0.08
H 2.775170 -11.645560 19.576590 -3.080 1.568 -2.593 -0.09
H 4.349420 -9.935500 17.448600 -0.693 0.029 6.129 0.04
H -2.741970 -9.432220 20.834330 0.036 0.060 -0.031 0.07
H 2.095310 -9.290560 18.082930 -0.897 1.639 -1.659 0.04
H 8.583640 -11.712720 18.353300 0.440 0.264 -0.287 0.06
H 10.263200 -7.845670 16.221100 -0.100 0.083 -0.424 0.07
H 8.201740 -12.608620 20.203400 0.190 -0.128 -0.043 0.10
H 5.460930 -7.934230 14.950210 0.642 -0.218 -0.495 0.07
H -0.178310 -12.308990 20.727200 -0.861 0.326 -0.393 0.08
H 6.491640 -10.986570 16.782290 0.580 0.507 -0.389 0.11
H 2.863820 -10.984550 16.789070 -0.331 0.054 -1.472 0.08
H 0.607780 -10.433110 22.021110 0.536 0.671 -0.537 0.08
H 6.447510 -8.403230 13.479660 0.047 0.205 0.056 0.12
H 8.190940 -14.275050 18.431030 -0.160 -0.258 -0.185 0.13
H -1.665950 -8.601280 17.561680 0.377 0.226 0.068 0.09
H 2.499050 -10.989960 13.713570 0.307 0.132 0.041 0.10
H 3.959260 -14.829350 17.429020 -0.670 -0.508 0.403 0.06
H 3.994920 -7.575180 20.914360 3.047 -0.706 -0.353 0.02
H 1.387780 -10.971820 19.495900 -2.101 0.056 1.026 0.06
H 7.429400 -8.066100 18.633110 0.519 -0.542 0.288 0.13
H 6.742360 -11.793490 19.520590 2.138 -1.346 1.565 0.02
H 1.251020 -12.420020 23.097360 0.937 0.278 0.707 0.10
H 5.440060 -9.563020 19.470470 3.542 0.707 2.744 -0.26
H 2.608300 -4.763680 20.103670 -0.269 -0.040 0.111 0.08
H 5.156950 -12.141610 19.226560 0.547 0.165 0.482 0.11
H -0.447010 -7.918650 23.119610 0.022 -0.462 0.052 0.10
H 4.933760 -10.586080 16.138620 4.757 0.743 -0.406 0.00
H 2.164450 -10.181570 18.782900 2.537 -1.530 0.279 0.03
H 4.236850 -9.271800 13.856760 -8.150 1.242 -1.438 -0.01
H 5.604990 -11.473450 14.277880 0.207 0.804 -0.924 0.06
H 8.156730 -6.391290 15.459680 0.460 -0.454 -0.309 0.09
H 3.885050 -12.790450 23.401190 -0.338 -0.519 -0.024 0.09
H 9.451560 -9.798900 14.473440 -0.064 -0.218 0.295 0.10
H -2.661020 -8.190290 22.071430 0.767 -0.798 1.014 0.08
H 6.975930 -11.041460 13.250200 0.215 0.275 0.199 0.10
H -1.434150 -10.311350 17.379650 -0.326 -0.157 -0.093 0.09
H 5.398660 -8.179820 17.284670 -0.304 0.218 0.504 0.16
H 0.243530 -11.673660 18.482090 -0.337 0.206 -0.452 0.15
H -2.216870 -9.625650 18.829280 0.297 -0.272 0.044 0.07
H 9.944830 -7.763340 17.857990 -0.623 -0.016 0.385 0.08
H 1.398110 -6.460800 21.037750 0.406 0.463 0.922 0.10
H 3.113780 -6.431030 22.849710 -0.331 0.275 -0.169 0.13
H 4.406340 -11.958990 15.005030 1.196 -3.714 -0.788 0.09
H 0.636020 -7.058070 19.014440 -0.558 1.378 -0.502 0.05
H 3.975550 -15.501030 15.847740 0.028 0.290 -0.431 0.09
H 2.090560 -13.717220 22.247270 -0.376 -0.106 -0.211 0.10
H 5.360490 -12.292610 17.657950 1.132 1.620 2.507 0.03
H 6.893420 -14.215400 16.472370 0.075 -0.502 -0.153 0.12
H -1.519680 -11.416720 20.047910 -0.359 0.003 0.383 0.11
H 0.055730 -6.910780 21.820730 -0.232 -0.056 0.271 0.08
H 2.657350 -12.885340 16.797370 -0.007 -0.374 0.468 0.12
H 4.939310 -11.115880 21.391210 0.953 1.671 -0.545 0.08
H -2.512250 -7.688080 20.609620 0.464 -0.147 -1.092 0.08
H 7.036430 -11.972170 14.792350 1.023 0.251 0.078 0.09
H 5.603770 -9.636070 18.453610 2.865 2.903 -5.125 0.03
H 4.521190 -11.209970 22.962050 0.579 -3.496 1.763 0.05
H 0.842540 -12.552820 21.568330 1.295 -0.771 -0.254 0.03
H 6.132920 -12.750410 16.649630 2.617 -0.559 1.647 0.01
H 5.384850 -13.175370 15.812220 -1.902 -0.751 -2.148 0.07
H 8.017390 -6.116550 17.116730 0.439 -0.453 0.553 0.09
H 6.426360 -11.015660 18.584120 -1.131 -0.224 -1.078 0.08
H 1.970230 -8.854620 20.531310 0.856 0.161 -0.018 0.12
H 6.629600 -13.374240 20.192610 -0.029 -0.272 0.130 0.09
H 1.827170 -12.686670 14.961980 -0.052 0.241 -0.073 0.09
H 2.381950 -15.275220 16.546780 0.166 0.018 0.502 0.09
H 1.036390 -9.753960 16.746150 -0.471 -0.110 0.692 0.09
H 4.206530 -10.010290 16.610390 -4.902 1.773 -4.720 0.01
H 4.023080 -10.265930 22.599060 0.796 3.486 -0.660 0.09
H 5.003420 -9.347960 13.956000 8.140 0.146 0.639 -0.01
H 1.122020 -8.229670 22.292390 -0.459 -0.111 0.242 0.07
H 4.924850 -12.637070 21.991340 -0.237 -0.215 0.098 0.10
H 1.007690 -8.090640 17.360980 -0.216 0.017 -0.386 0.10
H 4.718130 -12.107400 16.861740 -2.016 0.599 -2.575 0.04
H 2.455540 -11.752220 18.094880 0.143 0.242 -0.426 0.11
H 3.723500 -10.023910 20.922360 0.534 0.597 1.490 0.07
H 3.928000 -8.726700 19.218210 1.060 -0.714 -0.687 0.07
H 3.858890 -5.128030 21.278670 -0.076 -0.005 0.049 0.09
H 5.686580 -6.931420 20.842540 0.152 -0.010 0.229 0.11
H 3.938630 -5.774380 19.670530 0.022 -0.329 0.015 0.08
H 3.885660 -7.832960 14.786640 -0.565 -0.405 0.039 0.08
H 1.929380 -8.916670 15.626320 -0.332 -0.839 -0.292 0.10
H -0.906550 -10.640250 22.487500 -1.119 0.597 -0.258 0.13
H 10.162780 -9.303430 17.079430 -0.796 -0.446 0.063 0.08
H 4.104580 -11.245480 15.557010 -3.806 4.036 -0.045 -0.02
H 6.337740 -9.133570 22.126220 0.504 0.200 -0.268 0.14
H 4.821200 -7.425690 22.399940 0.998 0.652 -0.399 0.10
H 1.490270 -7.722720 19.353830 2.918 -0.386 0.773 0.05
H 5.644550 -14.149650 17.680200 0.145 0.244 0.149 0.10
H 3.745990 -11.533450 19.994310 2.372 -0.070 1.515 0.05
H 2.556310 -10.789520 21.907490 -0.050 -0.254 -0.853 0.12
H 7.762490 -9.829650 18.162200 0.611 0.451 0.259 0.12
H 2.812240 -8.197640 13.475810 -0.322 -0.230 -0.109 0.11
```
Forces are in eV/Å.

Properties
E_HOMO: -0.279 Eh
net charge: 0
E_LUMO: 0.4 eV
energy relative to the best compared isomer or geometry (same formula, charge and spin): 4869.76 kJ/mol
2S+1: 1
orbital gap: 7.9406 eV